Entry 1:
Below is a cluster of 2 separate species, C2H2Cl2OS in total at a distorted geometry, with properties calculated with wB97M-V/def2-TZVPD.

The geometry in XYZ format:
```
8
Properties=species:S:1:pos:R:3:forces:R:3:mulliken_charge:R:1
C 1.526629 -0.110615 -0.710059 -0.95 -1.74 0.53 0.5476
C -1.762873 -0.072870 0.597966 1.57 0.16 -1.75 -0.2426
O 0.642909 -0.687287 -1.239266 -0.06 -0.06 -0.47 -0.4308
S -0.729287 0.963500 1.175766 0.82 1.20 1.25 -0.2288
Cl 2.045590 1.409901 -1.097485 0.76 1.81 -0.55 -0.0700
Cl 2.383936 -0.842746 0.606208 0.43 -0.09 0.32 -0.1045
H -2.731514 -0.115387 0.980669 -1.55 -0.64 0.36 0.3034
H -1.375391 -0.544495 -0.313799 -1.00 -0.63 0.32 0.2257
```
Positions in Å, forces in eV/Å.

Summary:
Energy above the lowest of the compared OMol25 structures with the same formula, charge and spin ... 26.18 kcal/mol
Lowest unoccupied orbital energy ... -0.308 eV
SMILES ... O=C(Cl)Cl.C=S
Gap between HOMO and LUMO ... 8.60 eV
DFT total energy ... -1471.1721 hartree


Entry 2:
Below is a cluster of 2 separate species, C2H2Cl2P in total at a distorted geometry, with properties calculated with wB97M-V/def2-TZVPD.

The geometry in XYZ format:
```
7
Properties=species:S:1:pos:R:3:forces:R:3:mulliken_charge:R:1
C 0.603672 0.800812 0.365271 0.45 1.01 -0.65 -0.5888
C 1.730195 1.171785 0.087860 -3.65 -1.36 0.89 0.6060
P -0.990749 0.385822 0.810814 -0.16 -0.56 0.14 0.3029
Cl -2.256678 0.962955 -0.609901 0.82 -0.01 0.21 0.0615
Cl -0.280551 -2.293362 -0.379214 1.06 0.57 -0.15 -0.1723
H -1.469387 -2.349034 -0.018761 -1.40 -0.45 0.32 0.2940
H 2.663498 1.321021 -0.256066 2.88 0.80 -0.76 0.4967
```
Positions in Å, forces in eV/Å.

Summary:
Net charge ... +1
Energy above the lowest of the compared OMol25 structures with the same formula, charge and spin ... 13.69 kcal/mol
Lowest unoccupied orbital energy ... -7.873 eV
Gap between HOMO and LUMO ... 8.10 eV
DFT total energy ... -1338.7641 hartree


Entry 3:
Below is a cluster of 2 separate species, C2H2Cl2P2 in total at a distorted geometry, with properties calculated with wB97M-V/def2-TZVPD.

The geometry in XYZ format:
```
8
Properties=species:S:1:pos:R:3:forces:R:3:mulliken_charge:R:1
C -0.582158 -0.482590 0.718736 -5.01 -2.97 2.30 -0.2641
C 0.642302 -0.095082 0.252061 1.89 0.60 -0.54 0.5232
P -1.830037 -1.244522 1.448424 2.98 2.11 -1.84 -0.0494
P 1.132781 0.559256 -1.247049 -2.27 -0.43 0.07 0.1368
Cl -1.762712 0.845702 -1.609732 -0.81 -0.38 1.12 -0.3734
Cl 1.694043 -0.503709 1.603592 0.93 0.27 -0.13 -0.1795
H -1.681554 0.261672 -0.313352 -0.36 0.74 -1.83 0.2204
H 2.387337 0.659270 -0.852681 2.65 0.06 0.85 -0.0140
```
Positions in Å, forces in eV/Å.

Summary:
Energy above the lowest of the compared OMol25 structures with the same formula, charge and spin ... 26.49 kcal/mol
Lowest unoccupied orbital energy (alpha / beta) ... -1.933 / -1.932 eV
SMILES ... [H]/P=C(\Cl)C#P.Cl
Gap between HOMO and LUMO (alpha / beta) ... 7.16 / 7.16 eV
DFT total energy ... -1680.3618 hartree


Entry 4:
Below is an isolated molecule of C2H2Cl2S2 at a distorted geometry, with properties calculated with wB97M-V/def2-TZVPD.

The geometry in XYZ format:
```
8
Properties=species:S:1:pos:R:3:forces:R:3:mulliken_charge:R:1
C -2.156894 0.319919 -1.004310 -1.78 0.90 -0.81 0.0353
C -0.816488 -0.191770 -0.592745 0.99 -0.16 -2.90 0.0393
S -3.523555 0.301798 -0.140625 1.21 -0.20 -0.27 -0.1369
S 0.425336 0.988748 -1.188280 -0.46 1.32 -0.74 -0.1922
Cl -2.216967 1.047871 -2.656974 0.08 -0.68 0.97 -0.1212
Cl -0.606788 -1.877190 -1.167629 -0.04 0.12 -0.14 -0.1299
H -0.732497 -0.228725 0.410702 -0.13 -0.28 3.29 0.3619
H 1.640438 0.485987 -1.062495 0.13 -1.02 0.59 0.1436
```
Positions in Å, forces in eV/Å.

Summary:
Energy above the lowest of the compared OMol25 structures with the same formula, charge and spin ... 13.93 kcal/mol
Lowest unoccupied orbital energy ... -1.331 eV
SMILES ... S=C(Cl)[C@H](S)Cl
Gap between HOMO and LUMO ... 8.35 eV
DFT total energy ... -1794.1216 hartree


Entry 5:
Below is a structure of composition C2H2Cl3CuO6 at a distorted geometry, with properties calculated with wB97M-V/def2-TZVPD.

The geometry in XYZ format:
```
14
Properties=species:S:1:pos:R:3:forces:R:3:mulliken_charge:R:1
Cu -0.035411 0.894320 1.264242 -0.68 0.16 -0.88 0.7755
Cl 1.024116 3.312277 1.035011 -0.30 -1.09 0.26 -0.6806
Cl 0.030091 0.845645 3.869736 0.11 -0.04 -1.01 -0.6851
Cl -2.531369 1.396889 0.384319 0.34 -0.01 0.46 -0.8273
O -1.852218 -3.212564 0.968724 -0.08 1.49 1.11 -0.5197
C -0.717793 -2.462821 0.665376 2.98 0.13 -2.55 0.6462
O 0.110003 -2.953587 -0.132636 -0.96 -0.50 0.77 -0.7407
O -0.640434 -1.330336 1.200950 -0.61 0.49 1.05 -0.4189
H -2.174516 -2.484550 1.551756 -0.84 -0.87 -0.10 0.3062
O 2.364242 0.929598 -2.187835 0.76 0.87 -0.74 -0.4510
C 1.018778 1.116807 -1.993547 -3.67 -0.20 1.07 0.5474
O 0.531496 0.506075 -1.011843 0.80 0.00 0.90 -0.4918
O 0.325696 1.796961 -2.796980 1.99 -0.11 -0.32 -0.7279
H 2.547316 1.645285 -2.817270 0.17 -0.33 -0.02 0.2677
```
Positions in Å, forces in eV/Å.

Summary:
Multiplicity ... 2
Net charge ... -3
Energy above the lowest of the compared OMol25 structures with the same formula, charge and spin ... 0.00 kcal/mol
Lowest unoccupied orbital energy (alpha / beta) ... 7.978 / 7.266 eV
Gap between HOMO and LUMO (alpha / beta) ... 7.02 / 6.30 eV
DFT total energy ... -3549.9404 hartree


Entry 6:
Below is an isolated molecule of C2H2Cl3NO at a distorted geometry, with properties calculated with wB97M-V/def2-TZVPD.

The geometry in XYZ format:
```
9
Properties=species:S:1:pos:R:3:forces:R:3:mulliken_charge:R:1
C -0.276385 -0.250855 -0.099960 -1.00 0.07 0.59 -0.0425
C -1.807382 0.569934 1.775371 0.03 -2.06 0.55 0.4499
N -1.592307 -0.067332 0.496929 1.31 0.17 -1.70 -0.2465
O -0.904215 -1.364838 0.404866 -1.08 -0.59 2.77 -0.2990
Cl -0.622061 0.162538 3.104785 -0.38 0.32 -0.77 -0.1434
Cl -1.896583 2.282905 1.507386 0.01 0.05 0.00 -0.1001
Cl -3.396180 -0.158990 2.231188 0.29 0.59 0.41 -0.1354
H -0.411000 -0.435510 -1.125056 0.89 1.37 -1.76 0.2610
H 0.631423 0.093183 0.385781 -0.07 0.09 -0.09 0.2561
```
Positions in Å, forces in eV/Å.

Summary:
Energy above the lowest of the compared OMol25 structures with the same formula, charge and spin ... 73.40 kcal/mol
Lowest unoccupied orbital energy ... 0.470 eV
SMILES ... ClC(Cl)(Cl)N1CO1
Gap between HOMO and LUMO ... 11.03 eV
DFT total energy ... -1587.8565 hartree


Entry 7:
Below is an isolated molecule of C2H2Cl3NO at a distorted geometry, with properties calculated with wB97M-V/def2-TZVPD.

The geometry in XYZ format:
```
9
Properties=species:S:1:pos:R:3:forces:R:3:mulliken_charge:R:1
C -0.744376 -0.324308 -0.004415 1.19 1.27 3.02 -0.5130
C 0.757555 -0.313564 -0.079627 1.24 -1.46 0.37 0.4102
N -0.946041 1.142045 0.563806 -1.17 -3.00 -0.11 0.0276
O -1.048216 2.018223 -0.225976 -0.39 2.26 -1.43 -0.2757
Cl 1.500212 -2.038640 -0.229222 -0.91 1.13 0.04 -0.1735
Cl 1.313292 0.333516 1.467790 1.10 -0.26 0.22 -0.1124
Cl 1.317211 0.611797 -1.426382 0.36 0.33 -0.48 -0.0912
H -1.174303 -0.498177 -0.955674 -0.92 -0.15 -0.60 0.4049
H -0.975335 -0.930893 0.889704 -0.50 -0.11 -1.02 0.3231
```
Positions in Å, forces in eV/Å.

Summary:
Multiplicity ... 3
Energy above the lowest of the compared OMol25 structures with the same formula, charge and spin ... 0.00 kcal/mol
Lowest unoccupied orbital energy (alpha / beta) ... 0.514 / -1.421 eV
Gap between HOMO and LUMO (alpha / beta) ... 8.89 / 9.74 eV
DFT total energy ... -1587.8332 hartree


Entry 8:
Below is an isolated molecule of C2H2Cl3NS at a distorted geometry, with properties calculated with wB97M-V/def2-TZVPD.

The geometry in XYZ format:
```
9
Properties=species:S:1:pos:R:3:forces:R:3:mulliken_charge:R:1
C 0.479987 -0.043962 0.417822 1.69 0.30 -0.57 -0.0241
C -0.032959 -0.005938 -1.006189 -1.04 0.36 -1.30 0.4279
N -0.436687 -0.104781 1.376324 0.86 0.04 0.33 -0.3225
S 2.136122 -0.014930 0.610568 -1.12 -0.30 0.23 -0.2125
Cl -1.926987 0.409177 -0.908903 1.51 -0.62 -0.82 -0.2434
Cl 0.697607 1.231088 -2.045690 -0.39 0.07 0.59 -0.0829
Cl 0.338302 -1.552690 -1.846051 -0.90 0.42 0.74 -0.0747
H -1.349226 0.355002 1.147562 1.00 -0.93 1.10 0.2516
H 0.093841 -0.272965 2.254557 -1.61 0.66 -0.29 0.2806
```
Positions in Å, forces in eV/Å.

Summary:
Energy above the lowest of the compared OMol25 structures with the same formula, charge and spin ... 6.07 kcal/mol
Lowest unoccupied orbital energy ... -0.389 eV
SMILES ... NC(=S)C(Cl)(Cl)Cl
Gap between HOMO and LUMO ... 8.64 eV
DFT total energy ... -1910.8990 hartree


Entry 9:
Below is an isolated molecule of C2H2Cl3OP at a distorted geometry, with properties calculated with wB97M-V/def2-TZVPD.

The geometry in XYZ format:
```
9
Properties=species:S:1:pos:R:3:forces:R:3:mulliken_charge:R:1
C 0.425059 -0.467317 -0.013723 -2.14 -2.47 0.20 0.0721
C 0.827259 0.936053 0.135674 -0.22 0.59 -0.10 -0.0800
O -2.273222 -0.014468 -0.499626 -1.01 0.60 -0.07 -0.5171
P -1.221169 -0.956725 -0.164793 1.90 -0.31 -0.35 0.4304
Cl 1.588067 -1.693879 0.386842 0.07 0.03 -0.04 -0.1769
Cl 0.404261 1.838075 -1.341411 0.18 0.21 -0.08 -0.1257
Cl 0.011208 1.701220 1.535930 0.22 0.11 0.10 -0.1324
H -1.665608 -2.367014 -0.328837 1.25 1.29 0.37 0.1698
H 1.904144 1.024054 0.289945 -0.26 -0.05 -0.03 0.3597
```
Positions in Å, forces in eV/Å.

Summary:
Energy above the lowest of the compared OMol25 structures with the same formula, charge and spin ... 73.10 kcal/mol
Lowest unoccupied orbital energy ... -0.811 eV
Gap between HOMO and LUMO ... 8.25 eV
DFT total energy ... -1874.5215 hartree


Entry 10:
Below is an isolated molecule of C2H2Cl4 at a distorted geometry, with properties calculated with wB97M-V/def2-TZVPD.

The geometry in XYZ format:
```
8
Properties=species:S:1:pos:R:3:forces:R:3:mulliken_charge:R:1
Cl -0.934004 -0.690223 -1.952748 0.06 0.11 0.46 -0.1538
Cl 0.452060 1.034054 1.624993 0.57 1.07 1.25 -0.1453
Cl 0.356974 -1.707529 1.148181 0.48 -0.88 -0.22 -0.1198
Cl 2.172368 0.010775 -0.383586 0.35 -0.22 -0.72 -0.1047
C -0.675565 0.204257 -0.437326 1.11 -1.07 0.07 -0.6374
C 0.638691 -0.162884 0.354269 -2.55 0.03 0.55 0.4121
H -1.501255 0.084132 0.282052 0.31 -0.16 -0.64 0.3867
H -0.509272 1.227421 -0.635834 -0.33 1.13 -0.74 0.3622
```
Positions in Å, forces in eV/Å.

Summary:
Energy above the lowest of the compared OMol25 structures with the same formula, charge and spin ... 1.64 kcal/mol
Lowest unoccupied orbital energy ... 0.601 eV
SMILES ... ClCC(Cl)(Cl)Cl
Gap between HOMO and LUMO ... 11.75 eV
DFT total energy ... -1918.1601 hartree


Copy entry 1 word for word.
Below is a cluster of 2 separate species, C2H2Cl2OS in total at a distorted geometry, with properties calculated with wB97M-V/def2-TZVPD.

The geometry in XYZ format:
```
8
Properties=species:S:1:pos:R:3:forces:R:3:mulliken_charge:R:1
C 1.526629 -0.110615 -0.710059 -0.95 -1.74 0.53 0.5476
C -1.762873 -0.072870 0.597966 1.57 0.16 -1.75 -0.2426
O 0.642909 -0.687287 -1.239266 -0.06 -0.06 -0.47 -0.4308
S -0.729287 0.963500 1.175766 0.82 1.20 1.25 -0.2288
Cl 2.045590 1.409901 -1.097485 0.76 1.81 -0.55 -0.0700
Cl 2.383936 -0.842746 0.606208 0.43 -0.09 0.32 -0.1045
H -2.731514 -0.115387 0.980669 -1.55 -0.64 0.36 0.3034
H -1.375391 -0.544495 -0.313799 -1.00 -0.63 0.32 0.2257
```
Positions in Å, forces in eV/Å.

Summary:
Energy above the lowest of the compared OMol25 structures with the same formula, charge and spin ... 26.18 kcal/mol
Lowest unoccupied orbital energy ... -0.308 eV
SMILES ... O=C(Cl)Cl.C=S
Gap between HOMO and LUMO ... 8.60 eV
DFT total energy ... -1471.1721 hartree